The following is a DFT calculation (ωB97M-V/def2-TZVPD) of a 10-piece molecular cluster, C40H80O28 overall in a non-equilibrium geometry.

The total energy comes out at -3678.73092 a.u. As for the HOMO energy: -9.4 eV. Its net charge is 0. For the LUMO energy, the calculation gives 0.00371 Ha.

Last columns: bonded neighbours and bond lengths (Å).
Geometry (Å):
1 C -1.219 -7.886 4.856  C2 1.510, H8 1.090, H9 1.090, H10 1.090
2 C -1.827 -6.641 4.255  C1 1.510, O3 1.409, H11 1.090, H12 1.090
3 O -1.480 -5.511 5.021  C2 1.409, C4 1.275
4 C -1.767 -4.319 4.669  O3 1.275, O5 1.232, O6 1.304
5 O -2.659 -4.038 3.867  C4 1.232
6 O -1.084 -3.428 5.333  C4 1.304, C7 1.466
7 C -1.442 -2.013 5.207  O6 1.466, H13 1.090, H14 1.090, H15 1.090
8 H -0.169 -7.602 4.920  C1 1.090
9 H -1.340 -8.739 4.189  C1 1.090
10 H -1.554 -8.052 5.880  C1 1.090
11 H -2.911 -6.678 4.140  C2 1.090
12 H -1.446 -6.587 3.236  C2 1.090
13 H -0.918 -1.451 5.980  C7 1.090
14 H -2.523 -1.894 5.281  C7 1.090
15 H -1.038 -1.770 4.224  C7 1.090
16 C -0.329 -0.375 -6.436  C17 1.586, H23 1.090, H24 1.090, H25 1.090
17 C -1.665 0.293 -6.969  C16 1.586, O18 1.438, H26 1.090, H27 1.090
18 O -2.391 0.649 -5.779  C17 1.438, C19 1.326
19 C -3.471 1.418 -5.787  O18 1.326, O20 1.235, O21 1.325
20 O -4.014 1.846 -6.810  C19 1.235
21 O -3.850 1.651 -4.539  C19 1.325, C22 1.442
22 C -5.104 2.322 -4.301  O21 1.442, H28 1.090, H29 1.090, H30 1.090
23 H 0.285 -0.575 -7.314  C16 1.090
24 H -0.504 -1.312 -5.908  C16 1.090
25 H 0.199 0.362 -5.832  C16 1.090
26 H -2.233 -0.474 -7.495  C17 1.090
27 H -1.434 1.163 -7.585  C17 1.090
28 H -5.188 3.305 -4.765  C22 1.090
29 H -5.174 2.690 -3.277  C22 1.090
30 H -5.915 1.601 -4.401  C22 1.090
31 C -4.988 -5.737 -1.062  C32 1.575, H38 1.090, H39 1.090, H40 1.090
32 C -6.275 -6.450 -0.500  C31 1.575, O33 1.422, H41 1.090, H42 1.090
33 O -5.900 -7.723 0.010  C32 1.422, C34 1.317
34 C -6.787 -8.596 0.443  O33 1.317, O35 1.241, O36 1.420
35 O -8.014 -8.427 0.513  C34 1.241
36 O -6.098 -9.832 0.559  C34 1.420, C37 1.418
37 C -6.826 -10.999 0.906  O36 1.418, H43 1.090, H44 1.090, H45 1.090
38 H -4.239 -5.764 -0.271  C31 1.090
39 H -5.068 -4.673 -1.285  C31 1.090
40 H -4.693 -6.180 -2.013  C31 1.090
41 H -6.956 -6.594 -1.339  C32 1.090
42 H -6.716 -5.861 0.304  C32 1.090
43 H -6.215 -11.893 1.028  C37 1.090
44 H -7.687 -11.229 0.278  C37 1.090
45 H -7.241 -10.809 1.896  C37 1.090
46 C -4.891 9.357 -4.833  C47 1.567, H53 1.090, H54 1.090, H55 1.090
47 C -3.552 9.052 -4.079  C46 1.567, O48 1.474, H56 1.090, H57 1.090
48 O -3.848 8.081 -3.010  C47 1.474, C49 1.305
49 C -2.890 7.671 -2.224  O48 1.305, O50 1.233, O51 1.357
50 O -1.750 8.143 -2.216  C49 1.233
51 O -3.446 6.794 -1.352  C49 1.357, C52 1.443
52 C -2.694 6.394 -0.187  O51 1.443, H58 1.090, H59 1.090, H60 1.090
53 H -5.323 8.429 -5.208  C46 1.090
54 H -4.678 10.014 -5.676  C46 1.090
55 H -5.627 9.805 -4.166  C46 1.090
56 H -3.108 9.963 -3.680  C47 1.090
57 H -2.723 8.729 -4.709  C47 1.090
58 H -2.791 7.140 0.603  C52 1.090
59 H -1.644 6.209 -0.415  C52 1.090
60 H -3.173 5.485 0.175  C52 1.090
61 C -7.425 0.744 2.848  C62 1.465, H68 1.090, H69 1.090, H70 1.090
62 C -7.989 0.183 4.078  C61 1.465, O63 1.410, H71 1.090, H72 1.090
63 O -9.300 0.701 4.119  C62 1.410, C64 1.380
64 C -9.879 0.538 5.361  O63 1.380, O65 1.258, O66 1.325
65 O -9.441 0.016 6.418  C64 1.258
66 O -11.046 1.146 5.209  C64 1.325, C67 1.412
67 C -11.892 1.377 6.316  O66 1.412, H73 1.090, H74 1.090, H75 1.090
68 H -7.979 0.457 1.954  C61 1.090
69 H -6.379 0.463 2.726  C61 1.090
70 H -7.477 1.833 2.850  C61 1.090
71 H -7.362 0.454 4.927  C62 1.090
72 H -7.906 -0.903 4.137  C62 1.090
73 H -12.242 0.479 6.824  C67 1.090
74 H -12.771 1.878 5.908  C67 1.090
75 H -11.337 1.998 7.020  C67 1.090
76 C 4.678 7.672 0.533  C77 1.591, H83 1.090, H84 1.090, H85 1.090
77 C 4.776 9.218 0.894  C76 1.591, O78 1.436, H86 1.090, H87 1.090
78 O 5.939 9.676 1.600  C77 1.436, C79 1.309
79 C 6.021 9.592 2.904  O78 1.309, O80 1.262, O81 1.317
80 O 5.120 9.109 3.645  C79 1.262
81 O 7.186 10.089 3.265  C79 1.317, C82 1.427
82 C 7.702 9.881 4.578  O81 1.427, H88 1.090, H89 1.090, H90 1.090
83 H 4.731 7.056 1.431  C76 1.090
84 H 5.570 7.289 0.037  C76 1.090
85 H 3.788 7.344 -0.003  C76 1.090
86 H 3.913 9.594 1.444  C77 1.090
87 H 4.743 9.724 -0.071  C77 1.090
88 H 7.073 10.370 5.322  C82 1.090
89 H 8.686 10.337 4.692  C82 1.090
90 H 7.837 8.820 4.791  C82 1.090
91 C 7.158 2.128 -8.533  C92 1.526, H98 1.090, H99 1.090, H100 1.090
92 C 6.827 3.532 -8.034  C91 1.526, O93 1.454, H101 1.090, H102 1.090
93 O 5.398 3.787 -8.121  C92 1.454, C94 1.379
94 C 4.794 4.307 -6.995  O93 1.379, O95 1.226, O96 1.296
95 O 5.349 4.663 -5.962  C94 1.226
96 O 3.511 4.287 -7.176  C94 1.296, C97 1.439
97 C 2.610 4.655 -6.116  O96 1.439, H103 1.090, H104 1.090, H105 1.090
98 H 6.749 1.902 -9.518  C91 1.090
99 H 6.912 1.347 -7.814  C91 1.090
100 H 8.243 2.077 -8.628  C91 1.090
101 H 7.387 4.257 -8.626  C92 1.090
102 H 7.257 3.621 -7.037  C92 1.090
103 H 2.841 5.637 -5.703  C97 1.090
104 H 2.648 4.023 -5.229  C97 1.090
105 H 1.577 4.785 -6.439  C97 1.090
106 C 4.799 -2.552 4.802  C107 1.502, H113 1.090, H114 1.090, H115 1.090
107 C 4.819 -1.900 6.155  C106 1.502, O108 1.400, H116 1.090, H117 1.090
108 O 5.575 -0.723 6.211  C107 1.400, C109 1.323
109 C 5.077 0.453 5.864  O108 1.323, O110 1.221, O111 1.337
110 O 3.922 0.764 5.623  C109 1.221
111 O 6.153 1.235 5.730  C109 1.337, C112 1.435
112 C 6.085 2.584 5.244  O111 1.435, H118 1.090, H119 1.090, H120 1.090
113 H 4.695 -1.793 4.027  C106 1.090
114 H 3.927 -3.205 4.839  C106 1.090
115 H 5.701 -3.159 4.718  C106 1.090
116 H 5.356 -2.606 6.788  C107 1.090
117 H 3.820 -1.780 6.573  C107 1.090
118 H 7.007 3.164 5.285  C112 1.090
119 H 5.259 3.060 5.772  C112 1.090
120 H 5.839 2.433 4.193  C112 1.090
121 C 7.747 -7.098 -0.382  C122 1.598, H128 1.090, H129 1.090, H130 1.090
122 C 7.165 -8.425 -1.056  C121 1.598, O123 1.425, H131 1.090, H132 1.090
123 O 5.888 -8.145 -1.624  C122 1.425, C124 1.347
124 C 4.714 -8.375 -1.005  O123 1.347, O125 1.227, O126 1.340
125 O 4.596 -8.769 0.151  C124 1.227
126 O 3.732 -8.144 -1.887  C124 1.340, C127 1.398
127 C 2.376 -8.226 -1.558  O126 1.398, H133 1.090, H134 1.090, H135 1.090
128 H 7.717 -6.278 -1.100  C121 1.090
129 H 8.792 -7.233 -0.103  C121 1.090
130 H 7.149 -6.808 0.481  C121 1.090
131 H 7.011 -9.167 -0.272  C122 1.090
132 H 7.892 -8.851 -1.747  C122 1.090
133 H 2.191 -7.569 -0.708  C127 1.090
134 H 2.158 -9.231 -1.197  C127 1.090
135 H 1.771 -7.912 -2.409  C127 1.090
136 C 1.282 -1.999 -0.925  C137 1.465, C140 1.559, H141 1.090, H142 1.090
137 C 0.996 -0.687 -0.341  C136 1.465, C138 1.516, H143 1.090, H144 1.090
138 C 2.277 -0.222 0.324  C137 1.516, O139 1.377, H145 1.090, H146 1.090
139 O 3.298 -0.900 -0.304  C138 1.377, C140 1.427
140 C 2.837 -2.113 -0.896  C136 1.559, O139 1.427, H147 1.090, H148 1.090
141 H 0.977 -2.202 -1.951  C136 1.090
142 H 0.858 -2.724 -0.229  C136 1.090
143 H 0.106 -0.703 0.289  C137 1.090
144 H 0.896 0.089 -1.100  C137 1.090
145 H 2.103 -0.549 1.349  C138 1.090
146 H 2.540 0.826 0.469  C138 1.090
147 H 3.113 -3.013 -0.347  C140 1.090
148 H 3.189 -2.143 -1.928  C140 1.090

Mulliken atomic charge list, values in e, 4 entries:
1 C -1.173
2 C -0.234
3 O -0.265
4 C 0.827